Density functional theory data (wB97M-V/def2-TZVPD) for a molecular structure, C64H148BBr4F10InO30P at a distorted geometry.

```
259
Properties=species:S:1:pos:R:3
In -28.739 15.144 -1.004
B -27.615 14.050 1.512
F -27.202 15.233 0.955
F -26.694 13.134 1.560
F -28.222 14.380 2.632
F -28.828 13.744 0.568
P -30.794 14.132 -3.012
F -30.522 12.631 -3.431
F -32.249 13.929 -2.491
F -30.224 13.612 -1.478
F -30.673 15.675 -2.301
F -29.185 14.337 -3.280
F -31.151 14.632 -4.420
C -22.029 19.227 -2.666
O -22.282 17.973 -2.036
C -23.017 18.209 -0.888
C -23.126 16.927 0.060
O -23.784 15.834 -0.607
C -22.907 14.671 -0.863
C -22.068 14.793 -2.158
O -22.954 14.714 -3.269
C -22.303 14.966 -4.527
H -22.834 19.946 -2.620
H -21.789 18.928 -3.700
H -21.178 19.726 -2.151
H -23.939 18.731 -1.238
H -22.539 19.010 -0.301
H -23.701 17.174 0.936
H -22.067 16.754 0.326
H -23.546 13.830 -0.945
H -22.305 14.426 -0.004
H -21.284 14.006 -2.119
H -21.550 15.736 -2.154
H -23.025 14.696 -5.274
H -21.431 14.278 -4.665
H -22.085 16.043 -4.525
C -31.743 22.471 -3.620
O -30.591 21.802 -3.950
C -29.431 22.200 -3.288
C -28.294 21.993 -4.299
O -28.112 20.661 -4.689
C -29.098 20.232 -5.764
C -29.026 18.723 -5.559
O -29.763 18.319 -4.380
C -31.199 18.104 -4.573
H -32.067 22.178 -2.616
H -32.505 22.289 -4.402
H -31.551 23.548 -3.538
H -29.443 21.615 -2.390
H -29.560 23.191 -2.920
H -27.324 22.265 -3.869
H -28.464 22.638 -5.184
H -28.726 20.530 -6.740
H -30.055 20.620 -5.571
H -28.012 18.489 -5.474
H -29.466 18.236 -6.446
H -31.311 17.276 -5.199
H -31.623 18.983 -5.055
H -31.658 18.040 -3.592
C -33.893 19.001 -1.767
O -33.539 19.297 -0.391
C -34.622 19.150 0.536
C -33.991 19.283 1.920
O -33.199 18.192 2.255
C -33.812 17.032 2.848
C -34.920 16.449 2.055
O -34.385 16.040 0.829
C -35.375 15.809 -0.133
H -33.953 17.889 -1.851
H -33.051 19.316 -2.343
H -34.790 19.478 -2.037
H -35.026 18.197 0.352
H -35.408 19.866 0.343
H -34.789 19.546 2.662
H -33.412 20.173 1.869
H -34.064 17.234 3.875
H -32.958 16.319 2.814
H -35.753 17.179 1.891
H -35.402 15.635 2.601
H -36.086 15.058 0.182
H -34.835 15.424 -0.999
H -35.886 16.721 -0.345
C -30.417 9.760 -5.427
O -29.732 8.642 -4.900
C -29.959 7.315 -5.395
C -31.143 6.581 -4.842
O -32.371 7.138 -5.289
C -33.506 6.398 -4.687
C -34.691 7.219 -4.977
O -34.703 8.288 -4.105
C -35.566 9.333 -4.424
H -30.324 9.769 -6.505
H -29.861 10.633 -5.063
H -31.440 9.840 -5.057
H -29.054 6.845 -5.099
H -30.059 7.290 -6.484
H -31.114 6.555 -3.814
H -31.073 5.553 -5.165
H -33.363 6.326 -3.596
H -33.618 5.424 -5.222
H -35.594 6.609 -4.797
H -34.644 7.555 -6.008
H -35.893 9.797 -3.486
H -36.499 8.975 -4.822
H -35.123 10.159 -4.965
C -31.348 4.659 -1.797
O -32.678 5.178 -1.697
C -32.795 6.221 -0.764
C -32.822 7.689 -1.199
O -31.550 8.071 -1.735
C -31.552 9.398 -2.090
C -31.789 10.388 -0.945
O -33.214 10.628 -0.708
C -33.351 11.366 0.468
H -31.085 3.855 -1.052
H -30.466 5.380 -1.770
H -31.217 4.220 -2.809
H -32.032 6.103 0.051
H -33.724 5.966 -0.247
H -33.084 8.327 -0.338
H -33.570 7.835 -1.958
H -32.361 9.690 -2.769
H -30.631 9.656 -2.585
H -31.255 11.280 -1.185
H -31.347 9.957 -0.041
H -33.029 10.822 1.370
H -34.427 11.626 0.543
H -32.772 12.292 0.339
C -37.695 11.319 0.117
O -38.059 12.555 -0.434
C -39.410 12.889 -0.245
C -39.642 14.417 0.065
O -39.005 14.655 1.273
C -39.491 15.814 1.836
C -39.088 15.964 3.316
O -37.645 16.096 3.553
C -37.460 15.968 5.003
H -36.644 11.181 -0.153
H -38.315 10.473 -0.265
H -37.790 11.355 1.201
H -39.930 12.375 0.525
H -39.902 12.680 -1.170
H -40.681 14.791 0.082
H -39.072 15.049 -0.695
H -40.599 15.677 1.835
H -39.392 16.657 1.134
H -39.472 15.094 3.827
H -39.625 16.841 3.739
H -38.287 16.411 5.561
H -36.545 16.463 5.282
H -37.395 14.885 5.137
C -27.014 9.355 -8.705
O -26.411 8.347 -7.900
C -27.285 7.698 -6.954
C -26.431 6.767 -6.154
O -26.569 5.481 -6.685
C -26.086 4.489 -5.718
C -26.033 3.151 -6.422
O -27.195 2.381 -6.586
C -27.640 1.672 -5.448
H -27.210 9.002 -9.686
H -26.300 10.190 -8.771
H -27.907 9.795 -8.239
H -27.995 7.083 -7.439
H -27.738 8.483 -6.332
H -26.624 6.850 -5.029
H -25.343 7.070 -6.240
H -26.732 4.446 -4.856
H -25.103 4.864 -5.430
H -25.189 2.505 -6.060
H -25.693 3.408 -7.480
H -26.936 0.888 -5.043
H -28.569 1.124 -5.664
H -27.856 2.387 -4.633
C -24.098 5.450 -0.041
O -25.296 6.213 -0.269
C -26.139 5.447 -1.121
C -27.308 6.321 -1.541
O -26.910 7.266 -2.541
C -27.474 8.588 -2.163
C -27.244 9.532 -3.354
O -26.012 10.208 -3.234
C -24.952 9.378 -2.927
H -23.630 5.973 0.755
H -23.487 5.338 -0.935
H -24.354 4.467 0.324
H -26.537 4.565 -0.534
H -25.608 5.044 -1.997
H -27.584 6.818 -0.671
H -28.114 5.636 -1.934
H -27.037 9.002 -1.322
H -28.544 8.452 -2.120
H -27.919 10.363 -3.505
H -27.278 8.938 -4.300
H -24.992 9.112 -1.880
H -24.039 9.860 -3.299
H -25.027 8.464 -3.550
C -30.137 16.749 1.382
O -29.499 16.844 0.056
C -29.472 18.194 -0.469
C -28.407 18.277 -1.543
O -28.421 17.052 -2.265
C -27.381 16.839 -3.219
C -26.278 16.049 -2.425
O -26.899 14.774 -2.090
C -26.039 13.609 -2.139
H -29.374 17.254 2.035
H -30.265 15.762 1.634
H -31.177 17.180 1.334
H -29.284 18.848 0.358
H -30.522 18.394 -0.714
H -27.484 18.462 -0.993
H -28.689 19.085 -2.231
H -26.912 17.761 -3.638
H -27.778 16.240 -4.078
H -25.958 16.476 -1.450
H -25.429 15.843 -3.045
H -25.265 13.855 -2.927
H -26.675 12.768 -2.381
H -25.569 13.468 -1.131
C -24.925 14.493 -9.545
O -26.199 14.841 -10.106
C -26.163 16.119 -10.763
C -27.587 16.608 -10.944
O -28.235 16.874 -9.728
C -29.646 16.853 -9.737
C -30.203 15.454 -9.988
O -30.181 14.566 -8.942
C -30.400 13.248 -9.300
H -24.489 15.365 -8.927
H -24.224 14.127 -10.258
H -25.046 13.598 -8.923
H -25.730 15.966 -11.830
H -25.548 16.816 -10.174
H -28.117 15.854 -11.488
H -27.594 17.520 -11.525
H -30.011 17.509 -10.491
H -30.018 17.019 -8.751
H -29.855 14.867 -10.860
H -31.223 15.592 -10.208
H -30.786 12.710 -8.462
H -29.475 12.705 -9.479
H -31.034 13.139 -10.194
Br -33.034 16.689 -7.200
C -33.084 14.787 -7.615
C -34.524 14.390 -7.296
Br -34.778 13.790 -5.473
H -32.413 14.244 -6.949
H -32.888 14.678 -8.683
H -34.741 13.573 -7.984
H -35.287 15.162 -7.401
Br -26.108 15.622 -6.299
C -27.714 14.935 -7.078
C -27.589 13.374 -7.034
Br -26.944 12.555 -5.345
H -27.586 15.125 -8.123
H -28.608 15.237 -6.616
H -26.829 13.117 -7.778
H -28.595 13.013 -7.230
```

Its gap between HOMO and LUMO is 7.48 eV. The charge is +1.

Here are the Mulliken charges for atoms 1 to 8, given in e:
1. In 2.20
2. B 0.57
3. F -0.45
4. F -0.29
5. F -0.33
6. F -0.45
7. P 1.59
8. F -0.06

Density functional theory data (wB97M-V/def2-TZVPD) for a molecular structure, C64H150AsF6N8O3 at a distorted geometry.

```
232
Properties=species:S:1:pos:R:3
As 0.507 0.429 -0.794
F 0.773 0.600 1.017
F -0.002 -1.281 -0.568
F 0.281 0.026 -2.483
F 0.763 2.158 -1.089
F 2.259 0.085 -0.904
F -1.237 0.848 -0.578
C -4.823 -5.821 -5.810
C -6.047 -5.884 -4.917
N -6.543 -4.524 -4.320
C -5.526 -3.823 -3.404
C -6.819 -3.455 -5.365
C -7.662 -3.948 -6.550
C -7.798 -4.768 -3.419
C -7.735 -6.003 -2.492
O -6.692 -6.019 -1.473
C -6.636 -7.157 -0.559
H -4.961 -5.285 -6.749
H -4.580 -6.809 -6.203
H -3.915 -5.624 -5.240
H -5.753 -6.503 -4.069
H -6.902 -6.279 -5.466
H -5.969 -2.896 -3.039
H -4.599 -3.617 -3.939
H -5.248 -4.498 -2.595
H -5.825 -3.200 -5.733
H -7.279 -2.545 -4.981
H -8.607 -4.438 -6.312
H -7.098 -4.711 -7.087
H -7.949 -3.219 -7.307
H -8.724 -4.726 -3.993
H -7.829 -3.829 -2.866
H -7.819 -6.916 -3.081
H -8.705 -6.047 -1.996
H -6.951 -8.151 -0.877
H -7.357 -6.983 0.239
H -5.705 -7.175 0.008
C 14.197 0.143 -3.985
C 14.212 -0.408 -2.585
N 14.461 -1.944 -2.355
C 16.029 -2.201 -2.538
C 14.031 -2.235 -0.904
C 14.135 -3.700 -0.490
C 13.650 -2.701 -3.436
C 12.048 -2.693 -3.213
O 11.506 -1.377 -3.318
C 10.242 -1.267 -2.836
H 13.253 -0.135 -4.455
H 15.096 -0.125 -4.540
H 14.130 1.223 -4.111
H 13.456 -0.070 -1.876
H 15.027 0.042 -2.019
H 16.489 -1.999 -3.505
H 16.364 -3.198 -2.255
H 16.393 -1.617 -1.693
H 12.997 -1.901 -0.993
H 14.460 -1.540 -0.182
H 13.326 -4.363 -0.796
H 14.003 -3.737 0.592
H 15.124 -4.128 -0.654
H 13.962 -3.734 -3.287
H 14.000 -2.375 -4.416
H 11.696 -3.177 -2.301
H 11.496 -3.181 -4.016
H 9.412 -1.815 -3.282
H 9.978 -0.216 -2.959
H 10.234 -1.472 -1.766
C 4.929 -6.737 0.096
C 3.457 -7.179 -0.154
N 3.206 -8.106 -1.328
C 3.948 -9.502 -1.149
C 1.620 -8.386 -1.221
C 1.256 -9.028 0.151
C 3.593 -7.457 -2.709
C 3.391 -8.310 -3.928
O 3.454 -7.366 -5.000
C 3.269 -7.884 -6.340
H 5.022 -6.108 0.982
H 5.296 -6.133 -0.733
H 5.635 -7.567 0.121
H 2.860 -6.304 -0.410
H 3.067 -7.507 0.810
H 4.352 -9.504 -0.137
H 4.795 -9.647 -1.819
H 3.313 -10.326 -1.474
H 1.449 -9.068 -2.054
H 1.114 -7.457 -1.485
H 0.395 -9.694 0.108
H 1.045 -8.166 0.783
H 1.944 -9.794 0.509
H 4.627 -7.113 -2.658
H 2.957 -6.572 -2.730
H 2.391 -8.740 -3.867
H 4.055 -9.154 -4.112
H 4.193 -8.323 -6.718
H 3.119 -6.986 -6.939
H 2.501 -8.656 -6.380
C -2.667 7.083 5.692
C -2.540 7.975 6.997
C -3.729 8.800 7.355
N -3.561 10.048 8.165
C -4.855 10.855 8.204
C -3.139 9.778 9.605
C -1.735 10.379 9.758
C -1.918 11.611 8.855
C -2.503 11.015 7.649
H -1.734 6.560 5.483
H -2.803 7.827 4.907
H -3.454 6.329 5.719
H -1.631 8.564 6.875
H -2.347 7.333 7.856
H -4.473 8.205 7.885
H -4.065 9.311 6.453
H -5.656 10.289 8.679
H -5.251 11.016 7.202
H -4.698 11.820 8.684
H -3.856 10.320 10.223
H -3.356 8.730 9.812
H -1.705 10.601 10.825
H -0.976 9.741 9.307
H -2.528 12.454 9.178
H -0.920 12.003 8.661
H -2.950 11.885 7.168
H -1.705 10.519 7.096
C 7.684 -0.923 -9.552
C 6.219 -0.688 -9.958
C 5.857 0.862 -9.770
N 4.350 1.210 -9.965
C 3.635 0.453 -11.046
C 4.070 2.742 -10.098
C 4.325 3.353 -8.675
C 3.937 2.232 -7.719
C 3.811 0.983 -8.524
H 8.139 -1.839 -9.930
H 7.568 -0.891 -8.469
H 8.379 -0.143 -9.861
H 5.555 -1.387 -9.449
H 6.162 -0.909 -11.024
H 6.445 1.527 -10.403
H 6.169 1.006 -8.736
H 4.175 0.282 -11.977
H 2.603 0.786 -11.158
H 3.324 -0.556 -10.774
H 2.992 2.716 -10.252
H 4.521 3.174 -10.992
H 3.833 4.285 -8.396
H 5.409 3.390 -8.785
H 3.038 2.464 -7.149
H 4.794 2.006 -7.085
H 2.752 0.729 -8.572
H 4.270 0.064 -8.159
C -8.016 -1.323 4.096
C -9.571 -1.113 3.896
C -10.185 -0.507 5.104
N -11.731 -0.190 4.888
C -12.503 -1.453 4.253
C -12.444 0.288 6.138
C -13.446 1.476 5.858
C -12.817 2.088 4.629
C -11.981 1.028 3.937
H -7.579 -0.461 4.598
H -7.500 -1.487 3.150
H -7.879 -2.296 4.568
H -9.974 -2.098 3.661
H -9.700 -0.445 3.044
H -9.767 0.493 5.224
H -10.216 -1.102 6.017
H -12.498 -2.191 5.055
H -12.011 -1.655 3.301
H -13.462 -0.987 4.027
H -12.898 -0.566 6.640
H -11.641 0.789 6.678
H -14.447 1.062 5.732
H -13.551 2.219 6.648
H -13.480 2.633 3.956
H -12.084 2.812 4.984
H -12.702 0.727 3.178
H -11.138 1.540 3.472
C -0.075 -0.943 10.151
C 1.283 -0.845 9.337
C 2.396 -1.770 9.966
N 3.830 -1.753 9.299
C 3.669 -1.861 7.730
C 4.680 -2.969 9.737
C 6.060 -2.454 9.865
C 5.830 -1.105 10.410
C 4.653 -0.476 9.619
H -0.331 -1.999 10.245
H -0.864 -0.552 9.509
H -0.108 -0.432 11.113
H 1.604 0.197 9.341
H 1.095 -1.116 8.298
H 2.183 -2.838 10.025
H 2.676 -1.593 11.005
H 4.706 -1.835 7.397
H 3.011 -1.094 7.320
H 3.070 -2.754 7.553
H 4.494 -3.817 9.078
H 4.404 -3.225 10.760
H 6.450 -2.508 8.849
H 6.737 -3.171 10.332
H 6.736 -0.516 10.272
H 5.714 -1.165 11.492
H 4.958 -0.099 8.643
H 4.211 0.363 10.156
C -8.380 7.768 -0.965
C -7.134 7.165 -1.649
C -6.535 8.025 -2.888
N -5.225 7.489 -3.495
C -5.461 5.988 -3.876
C -4.036 7.726 -2.520
C -2.973 8.111 -3.476
C -3.385 8.323 -4.958
C -4.878 8.224 -4.850
H -9.318 7.837 -1.516
H -8.298 8.795 -0.608
H -8.541 7.376 0.039
H -7.349 6.133 -1.927
H -6.399 7.144 -0.845
H -6.301 9.058 -2.634
H -7.299 8.181 -3.651
H -5.573 5.370 -2.985
H -4.560 5.679 -4.405
H -6.396 5.994 -4.436
H -4.138 6.826 -1.914
H -4.226 8.478 -1.753
H -2.162 7.384 -3.435
H -2.423 8.991 -3.140
H -3.169 7.390 -5.478
H -3.074 9.299 -5.332
H -5.430 7.797 -5.687
H -5.391 9.177 -4.720
```

The energy above the lowest of the compared OMol25 structures with the same formula, charge and spin is 81.0 kcal/mol. Its gap between HOMO and LUMO is 10.46 eV. The charge is +7.

Here are the Mulliken charges for atoms 1 to 8, given in e:
1. As 1.97
2. F -0.51
3. F -0.51
4. F -0.47
5. F -0.48
6. F -0.49
7. F -0.51
8. C -1.42

| no. | HOMO energy (Eh) |
| --- | --- |
| 1 | -0.3817 |
| 2 | -0.6839 |